C23H23BeN7O2 as an isolated structure, computed with ωB97M-V/def2-TZVPD.

Calculated values
Frontier orbital gap in Ha: 0.2668
Energy above the lowest of the compared OMol25 structures with the same formula, charge and spin in kJ/mol: 42.79
Electronic energy in a.u.: -1438.442683
HOMO energy in eV: -14.25
E_LUMO in eV: -6.993
Net charge: +2

Each line ends with the Mulliken charge.
CARTESIAN COORDINATES (ANGSTROEM)
Be: -0.0763 -0.2997 0.2372  -0.218
C: 5.1800 -0.2372 1.4915  -0.296
C: 3.9079 -0.2170 2.0608  -0.334
N: 2.8746 0.3199 1.4207  -0.372
C: 3.1012 0.8120 0.1995  0.496
C: 4.3489 0.7110 -0.3962  -0.334
N: 5.3878 0.1954 0.2537  -0.574
C: 1.9775 1.5875 -0.4035  0.542
C: 2.2435 2.7986 -1.0208  -0.593
C: 1.2152 3.6743 -1.3557  0.304
C: -0.0854 3.2932 -1.0254  -0.630
C: -0.2949 2.0626 -0.4654  0.213
N: 0.7069 1.1811 -0.2136  -0.173
C: -1.5887 1.6302 0.1296  0.224
C: -2.7978 2.2942 0.0439  -0.249
N: -3.8401 1.9328 0.7910  -0.503
C: -3.6884 0.9065 1.6224  -0.342
C: -2.5205 0.1598 1.6380  -0.266
N: -1.4873 0.5203 0.8848  0.354
C: 1.4915 4.9947 -1.9563  0.416
C: 2.5942 5.7389 -1.5603  -0.529
C: 2.8126 6.9688 -2.1641  -0.453
N: 2.0214 7.4667 -3.1164  -0.540
C: 0.9609 6.7475 -3.4860  -0.420
C: 0.6509 5.5138 -2.9318  -0.562
H: 6.0428 -0.5978 2.0422  0.420
H: 3.7186 -0.6270 3.0485  0.540
H: 4.5221 1.0251 -1.4231  0.484
H: 3.2736 3.0822 -1.1997  0.734
H: -0.9080 3.9834 -1.1672  0.666
H: -2.9404 3.1241 -0.6399  0.414
H: -4.5171 0.6619 2.2741  0.428
H: -2.4108 -0.7261 2.2525  0.465
H: 3.2515 5.3967 -0.7682  0.498
H: 3.6595 7.5804 -1.8715  0.382
H: 0.3332 7.1752 -4.2619  0.376
H: -0.2151 4.9615 -3.2822  0.477
C: -0.9201 -2.5477 -3.0062  -1.423
C: -1.4025 -1.7530 -1.8438  0.903
C: -2.8149 -1.9461 -1.4117  -0.994
O: -0.6285 -0.9633 -1.2883  -0.281
H: -1.6829 -2.6026 -3.7850  0.472
H: -0.7580 -3.5767 -2.6574  0.361
H: 0.0124 -2.1616 -3.4118  0.300
H: -3.0049 -3.0098 -1.2436  0.386
H: -3.4701 -1.6477 -2.2356  0.385
H: -3.0720 -1.3767 -0.5243  0.126
C: 2.1276 -3.3780 1.3996  -1.274
C: 1.6131 -2.3259 0.4732  0.816
N: 2.1950 -2.1981 -0.7122  -0.146
O: 0.6616 -1.5840 0.8498  -0.224
H: 3.1145 -3.0805 1.7603  0.302
H: 2.2359 -4.3310 0.8820  0.431
H: 1.4611 -3.4911 2.2487  0.368
H: 2.9537 -2.8043 -0.9751  0.247
H: 1.8603 -1.5271 -1.3868  0.202


C23H23BiN8O2S2 as an isolated structure, computed with ωB97M-V/def2-TZVPD.

Calculated values
Frontier orbital gap in Ha: 0.2347
Energy above the lowest of the compared OMol25 structures with the same formula, charge and spin in kJ/mol: 196.01
Electronic energy in a.u.: -2489.254354
HOMO energy in eV: -13.25
E_LUMO in eV: -6.863
Net charge: +2

Each line ends with the Mulliken charge.
CARTESIAN COORDINATES (ANGSTROEM)
Bi: -0.6399 -0.9993 0.4306  1.181
C: -3.8961 0.9065 3.1712  -1.661
C: -2.7459 0.2080 2.6434  0.835
N: -2.5826 0.0806 1.3618  -0.179
N: -3.6505 0.2366 0.4883  -0.319
C: -3.9614 -0.6465 -0.4692  0.560
N: -4.9322 -0.3731 -1.4000  -0.420
S: -3.0861 -2.1167 -0.8016  -0.420
C: -1.5882 -0.1583 3.4531  0.676
C: -1.2124 0.4454 4.6688  -0.729
C: -0.1138 0.0345 5.4120  -0.564
C: 0.6477 -1.0443 4.9032  -0.515
C: 0.1133 -1.6536 3.7639  -0.188
N: -0.8935 -1.2182 2.9703  -0.395
H: -4.0460 0.9545 4.2864  0.421
H: -4.8179 0.4350 2.8686  0.457
H: -3.9700 1.9330 2.7994  0.460
H: -4.1793 1.0871 0.5552  0.299
H: -5.4260 0.4814 -1.4454  0.191
H: -5.1513 -1.1988 -1.9880  0.262
H: -1.8667 1.2974 5.0204  0.323
H: 0.2528 0.6195 6.2301  0.447
H: 1.6167 -1.4021 5.2576  0.453
H: 0.6183 -2.5514 3.4721  0.475
O: 0.9410 2.8898 1.0197  -0.680
C: 0.5897 1.7957 0.5063  0.097
O: 0.7636 0.6111 1.0878  0.001
C: -0.0571 1.8997 -0.8090  0.840
C: 0.1687 3.0904 -1.5715  -0.797
C: -0.3464 3.1500 -2.8662  -0.434
C: -1.1934 2.1184 -3.3251  -0.856
C: -1.3669 1.0060 -2.4812  -0.460
N: -0.7400 0.8587 -1.3233  0.361
H: 0.7644 3.8652 -1.0879  0.557
H: -0.1182 3.9041 -3.6109  0.441
H: -1.6728 2.1485 -4.2480  0.539
H: -1.9953 0.1791 -2.7507  0.469
C: 3.4833 -0.6095 2.1000  -1.068
N: 3.4586 -0.4190 0.7055  0.322
C: 4.3281 0.4549 -0.0830  -0.599
C: 3.8188 0.2642 -1.3287  -0.351
N: 2.9369 -0.8466 -1.4011  0.491
C: 2.7875 -1.2864 -0.0793  -0.218
S: 1.8734 -2.6307 0.4764  -0.288
C: 2.3942 -1.2985 -2.6239  0.342
C: 3.0885 -1.2994 -3.8855  -0.635
C: 2.4274 -1.7715 -5.0537  -0.390
C: 1.0800 -2.1432 -4.9529  -0.661
C: 0.5103 -2.1685 -3.6435  -0.276
N: 1.1448 -1.7386 -2.5699  0.150
H: 4.3915 -0.1200 2.4968  0.403
H: 3.4022 -1.6790 2.3354  0.422
H: 2.6739 -0.0751 2.6062  0.256
H: 4.8213 1.3973 0.3022  0.357
H: 4.1741 0.7082 -2.2388  0.469
H: 4.1425 -0.8964 -4.0088  0.340
H: 2.8630 -1.8423 -6.0604  0.415
H: 0.4935 -2.4173 -5.8781  0.349
H: -0.5201 -2.4563 -3.4070  0.442


C23H23Br2N9OSeSn as an isolated structure, computed with ωB97M-V/def2-TZVPD.

Calculated values
Frontier orbital gap in Ha: 0.2738
Energy above the lowest of the compared OMol25 structures with the same formula, charge and spin in kJ/mol: 0.00
Electronic energy in a.u.: -9222.215748
HOMO energy in eV: -7.82
E_LUMO in eV: -0.368

Each line ends with the Mulliken charge.
CARTESIAN COORDINATES (ANGSTROEM)
Sn: -0.1240 0.2989 0.1080  0.706
N: -2.0824 -1.4938 -2.8801  -0.294
C: -0.8953 -2.0996 -3.0768  0.530
N: -0.8216 -3.0293 -4.0266  -0.775
C: 0.4027 -3.5327 -4.1911  0.455
N: 0.5461 -4.5270 -5.0869  -0.345
N: 1.5126 -3.1191 -3.5590  -0.644
C: 1.3017 -2.1825 -2.6435  -0.278
N: 0.1244 -1.6795 -2.3067  0.021
C: 2.5045 -1.6045 -1.9626  0.555
C: 3.7658 -2.1021 -2.2565  -0.504
C: 4.8735 -1.4836 -1.7022  -0.458
C: 4.6769 -0.3904 -0.8807  -0.642
C: 3.3787 0.0213 -0.6156  0.308
N: 2.3030 -0.5731 -1.1331  0.131
H: -2.8801 -1.7664 -3.4231  0.236
H: -2.1624 -0.8369 -2.1185  0.047
H: -0.2636 -4.8892 -5.5542  0.240
H: 1.4470 -4.9489 -5.2095  0.234
H: 3.8524 -2.9458 -2.9234  0.459
H: 5.8702 -1.8477 -1.9155  0.422
H: 5.5065 0.1370 -0.4300  0.441
H: 3.1872 0.8504 0.0503  -0.095
C: -3.3682 0.7381 1.8508  -0.781
C: -2.2810 1.6059 2.4319  0.431
C: -2.6254 2.4107 3.5447  -0.824
C: -1.6947 3.2144 4.1266  -0.977
C: -0.3820 3.2543 3.6111  1.226
C: 0.6730 4.0441 4.1248  -0.150
Br: 0.3883 5.1548 5.6329  -0.226
C: 1.9045 4.0169 3.5402  -0.419
C: 2.1429 3.2099 2.4171  -0.156
Br: 3.8630 3.2152 1.6417  -0.168
C: 1.1610 2.4137 1.8547  0.326
O: 1.3509 1.6674 0.8029  -0.695
C: -0.1213 2.4400 2.4925  0.012
N: -1.0699 1.6323 1.9367  -0.002
H: -4.1014 0.6576 2.6620  0.316
H: -2.4839 -0.9764 2.1558  0.211
H: -3.8510 1.2976 1.0468  0.379
H: -3.6339 2.3701 3.9335  0.421
H: -1.9470 3.8215 4.9854  0.367
H: 2.7101 4.6192 3.9357  0.418
Se: 0.8979 -1.1353 2.1574  -0.098
C: 0.0120 -2.7235 1.8986  0.290
N: -0.5487 -3.7199 1.7376  -0.605
C: -5.3734 -1.0791 0.5570  -1.913
C: -4.0771 -1.6439 1.1586  1.332
C: -4.3331 -2.2807 2.5310  -1.746
C: -3.5780 -2.6923 0.1603  -1.310
N: -2.9526 -0.5792 1.3318  0.224
H: -6.0712 -1.8929 0.3458  0.438
H: -5.1544 -0.5877 -0.3917  0.406
H: -5.9092 -0.3956 1.2106  0.382
H: -5.0021 -3.1437 2.4564  0.472
H: -4.7980 -1.5731 3.2205  0.338
H: -3.3996 -2.6614 2.9530  0.434
H: -4.1501 -3.6213 0.2253  0.416
H: -2.5381 -2.9443 0.3518  0.172
H: -3.6903 -2.3120 -0.8551  0.310


C23H23IN3O2W as an isolated structure, computed with ωB97M-V/def2-TZVPD.

Calculated values
Frontier orbital gap (spin up / spin down) in Ha: 0.2331 / 0.2324
Energy above the lowest of the compared OMol25 structures with the same formula, charge and spin in kJ/mol: 312.93
Electronic energy in a.u.: -1568.708096
HOMO energy (spin up / spin down) in eV: -16.62 / -16.71
E_LUMO (spin up / spin down) in eV: -10.273 / -10.384
Net charge: +3

Each line ends with the Mulliken charge.
CARTESIAN COORDINATES (ANGSTROEM)
W: 1.0228 -1.1743 0.4272  1.090
O: -1.3100 0.7634 0.6769  -0.040
C: -1.4207 1.7267 1.7006  1.222
C: -2.4581 2.6262 1.7356  -0.584
C: -2.5236 3.5702 2.7629  -0.666
C: -1.5567 3.6145 3.7494  -1.084
C: -0.5208 2.7052 3.7009  -1.079
C: -0.4079 1.7322 2.6828  0.593
C: 0.7520 0.8985 2.8514  0.204
N: 1.2963 -0.0860 2.1974  -0.397
C: 2.5610 -0.6001 2.8470  -0.678
C: 2.9685 -1.9354 2.2412  -1.084
N: 2.9247 -1.7878 0.7719  0.012
C: 3.9809 -1.9750 0.0496  0.296
C: 4.0131 -1.8635 -1.3845  0.364
C: 5.1141 -2.3388 -2.1069  -0.851
C: 5.1056 -2.3037 -3.4903  -0.814
C: 4.0079 -1.7856 -4.1684  -0.527
C: 2.9065 -1.2788 -3.4776  -0.564
C: 2.9449 -1.3372 -2.1104  0.821
O: 1.8998 -0.7615 -1.3428  -0.397
H: -3.2338 2.6296 0.9844  0.336
H: -3.3474 4.2711 2.7756  0.454
H: -1.6085 4.3442 4.5441  0.461
H: 0.2386 2.7330 4.4713  0.434
H: 1.3000 1.1750 3.7518  0.467
H: 2.4123 -0.7124 3.9213  0.606
H: 3.3443 0.1408 2.6705  0.390
H: 2.2793 -2.7341 2.5302  0.289
H: 3.9668 -2.2127 2.5831  0.547
H: 4.8924 -2.2851 0.5564  0.415
H: 5.9635 -2.7456 -1.5734  0.433
H: 5.9537 -2.6777 -4.0450  0.444
H: 4.0066 -1.7583 -5.2494  0.433
H: 2.0686 -0.8427 -4.0038  0.487
C: -5.8664 0.4242 -2.5837  -1.449
C: -4.6627 0.5231 -1.7120  0.955
C: -3.5702 1.3296 -2.0651  -0.987
C: -2.4669 1.4021 -1.2551  -0.136
N: -2.4435 0.6781 -0.1200  0.334
C: -3.4620 -0.1044 0.2815  -0.197
C: -4.5783 -0.1936 -0.5109  -0.930
H: -5.9649 1.2885 -3.2363  0.408
H: -6.7734 0.3047 -1.9934  0.419
H: -5.7755 -0.4634 -3.2171  0.326
H: -3.5895 1.9204 -2.9708  0.485
H: -1.6057 2.0269 -1.4432  0.603
H: -3.3393 -0.6116 1.2259  0.599
H: -5.3959 -0.8205 -0.1817  0.502
I: -0.8328 -2.8079 1.3093  -0.167
C: 0.4772 -0.8750 -1.5879  -0.677
H: 0.0704 0.0331 -2.0235  0.405
H: 0.2427 -1.7887 -2.1469  0.473


Which value of electronic energy does entry 4 give?
-1568.708096 a.u.